Arrangement 1

2 unconnected molecules or ions with the total composition C2H10N2, computed with ωB97M-V/def2-TZVPD.

Positions of all 14 atoms, in Å:
C 1.64 -0.51 3.41
N 0.87 0.66 3.00
H 1.09 -1.04 4.20
H 2.61 -0.24 3.85
H 1.79 -1.19 2.58
H 1.08 1.43 3.64
H 1.18 0.96 2.08
C -1.10 -0.07 -2.84
N -1.84 0.29 -4.03
H -1.69 -0.15 -1.91
H -0.35 0.70 -2.58
H -0.57 -1.03 -2.92
H -1.97 -0.47 -4.68
H -2.75 0.65 -3.79

As for the spin multiplicity: 1. The gap between HOMO and LUMO is 0.37156 hartree. As for the molecular weight: 62.116 g mol⁻¹. The net charge is 0. Its SMILES is CN.CN.

Results of the Löwdin charge analysis, in e, for atoms 1 through 5: number 1, C, carries -0.205; number 2, N, carries -0.084; number 3, H, carries 0.062; number 4, H, carries 0.061; number 5, H, carries 0.063


Arrangement 2

2 unconnected molecules or ions with the total composition C2H10N2, computed with ωB97M-V/def2-TZVPD.

Positions of all 14 atoms, in Å:
C -3.39 0.49 0.33
N -2.59 -0.57 -0.46
H -4.45 0.64 -0.03
H -3.24 0.29 1.44
H -2.71 1.43 0.14
H -1.67 -0.64 -0.13
H -3.17 -1.33 -0.69
C 3.03 0.67 -0.33
N 2.78 -0.57 0.45
H 3.05 1.42 0.34
H 3.97 0.52 -0.94
H 2.18 0.73 -0.95
H 3.32 -1.21 -0.32
H 3.52 -0.82 1.12

As for the spin multiplicity: 1. The gap between HOMO and LUMO is 0.35525 hartree. As for the molecular weight: 62.116 g mol⁻¹. The net charge is 0. Its SMILES is CN.CN.

Results of the Löwdin charge analysis, in e, for atoms 1 through 5: number 1, C, carries -0.174; number 2, N, carries -0.081; number 3, H, carries 0.071; number 4, H, carries 0.059; number 5, H, carries 0.082


Which of them is least stable? Easy: arrangement 2.


Arrangement 1

2 unconnected molecules or ions with the total composition C2H10N2, computed with ωB97M-V/def2-TZVPD.

Positions of all 14 atoms, in Å:
C 0.33 1.02 -2.52
N -0.85 0.24 -2.80
H 0.80 0.71 -1.58
H 0.14 2.09 -2.45
H 1.11 1.00 -3.30
H -1.54 0.78 -3.30
H -0.64 -0.46 -3.49
C -0.38 -1.06 2.64
N 0.83 -0.22 2.89
H 0.02 -2.02 2.33
H -0.94 -0.76 1.74
H -1.04 -0.70 3.42
H 1.64 -0.81 2.85
H 1.11 0.52 2.27

As for the spin multiplicity: 1. The gap between HOMO and LUMO is 0.36914 hartree. As for the molecular weight: 62.116 g mol⁻¹. The net charge is 0. Its SMILES is CN.CN.

Results of the Löwdin charge analysis, in e, for atoms 1 through 5: number 1, C, carries -0.219; number 2, N, carries -0.074; number 3, H, carries 0.059; number 4, H, carries 0.068; number 5, H, carries 0.064


Arrangement 2

2 unconnected molecules or ions with the total composition C2H10N2, computed with ωB97M-V/def2-TZVPD.

Positions of all 14 atoms, in Å:
C 0.28 1.01 2.17
N 0.60 -0.30 1.61
H 0.56 1.05 3.22
H 0.84 1.78 1.66
H -0.78 1.30 2.09
H 0.45 -0.29 0.61
H 0.01 -1.02 2.00
C 0.27 -0.44 -2.18
N -0.99 -0.24 -1.51
H 0.22 -0.88 -3.18
H 0.80 0.51 -2.30
H 0.92 -1.09 -1.60
H -1.42 -1.11 -1.22
H -1.65 0.29 -2.06

As for the spin multiplicity: 1. The gap between HOMO and LUMO is 0.36546 hartree. As for the molecular weight: 62.116 g mol⁻¹. The net charge is 0. Its SMILES is CN.CN.

Results of the Löwdin charge analysis, in e, for atoms 1 through 5: number 1, C, carries -0.205; number 2, N, carries -0.067; number 3, H, carries 0.060; number 4, H, carries 0.062; number 5, H, carries 0.061


Arrangement 3

2 unconnected molecules or ions with the total composition C2H10N2, computed with ωB97M-V/def2-TZVPD.

Positions of all 14 atoms, in Å:
N -1.30 -1.05 -0.59
C -1.24 -0.06 0.49
N -1.45 1.31 0.03
H -0.47 -1.64 -0.59
H -2.08 -1.68 -0.44
H -0.26 -0.11 0.97
H -2.00 -0.25 1.23
H -2.36 1.34 -0.42
H -0.83 1.48 -0.76
C 2.39 0.13 0.03
H 2.37 0.57 1.02
H 3.38 0.17 -0.41
H 2.15 -0.93 0.00
H 1.70 0.73 -0.56

As for the spin multiplicity: 1. The gap between HOMO and LUMO is 0.38455 hartree. As for the molecular weight: 62.116 g mol⁻¹. The net charge is 0. Its SMILES is NCN.C.

Results of the Löwdin charge analysis, in e, for atoms 1 through 5: number 1, N, carries -0.003; number 2, C, carries -0.374; number 3, N, carries -0.019; number 4, H, carries 0.047; number 5, H, carries 0.055


Which of them is least stable? Easy: arrangement 1.